[1]
{
  "formula": "C8H19N2",
  "method": "the ωB97M-V functional and the def2-TZVPD basis",
  "e_above_lowest_kcal_mol": 57.73,
  "total_charge": 1,
  "e_lumo_ev": -5.3,
  "elements": ["N", "N", "C", "C", "C", "C", "C", "C", "C", "C", "H", "H", "H", "H", "H", "H", "H", "H", "H", "H", "H", "H", "H", "H", "H", "H", "H", "H", "H"],
  "xyz": [[0.73734, -0.05859, 0.42713], [2.37434, -2.99097, 1.20758], [3.74878, -2.73866, 1.48734], [-0.14761, 0.57036, 1.39973], [4.38752, -4.11551, 1.75383], [1.20921, 0.79529, -0.65354], [0.72589, -4.83168, 1.85780], [0.74103, -1.39540, 0.28495], [3.21633, -5.11558, 1.82061], [2.00821, -4.38526, 1.19544], [-0.05156, -1.93100, 0.83628], [1.71790, -2.18458, 1.25542], [0.01288, 1.65779, 1.34835], [5.05268, -4.38732, 0.92560], [0.05256, 0.20309, 2.41604], [1.23514, -1.78218, -0.60525], [4.94808, -4.07567, 2.69046], [0.71359, -4.56231, 2.92618], [-0.17362, -4.41639, 1.38327], [-1.20904, 0.36073, 1.16444], [2.99431, -5.34384, 2.87196], [1.13051, 1.84123, -0.31274], [4.19289, -2.19448, 0.64920], [3.86635, -2.09209, 2.37564], [0.58443, 0.67048, -1.55748], [2.24644, 0.55526, -0.92130], [1.95601, -4.73733, 0.14549], [0.64327, -5.92880, 1.80324], [3.45973, -6.03623, 1.29291]],
  "atomic_forces_ev_per_a": [[-0.722, -3.543, -0.577], [-1.102, 0.721, 0.543], [0.845, 0.963, 0.518], [-0.618, 0.440, 0.768], [0.000, 0.061, -0.483], [0.657, 0.735, -0.637], [-0.512, 0.223, 0.529], [-1.647, 3.784, -1.368], [0.181, 0.728, 0.506], [-0.035, -1.403, -1.114], [0.877, -0.007, -0.117], [1.306, -1.853, 1.334], [-0.105, -0.552, 0.265], [0.006, 0.128, 0.326], [0.056, 0.158, -0.360], [-0.282, -0.087, 0.329], [0.065, -0.166, -0.286], [-0.002, -0.005, -0.284], [0.127, -0.075, 0.067], [0.558, 0.090, -0.034], [-0.022, -0.069, -0.270], [0.281, -0.560, -0.316], [0.438, -0.172, 0.015], [-0.037, -0.163, -0.226], [0.167, -0.010, 0.540], [-0.265, 0.112, 0.166], [-0.080, 0.125, 0.152], [0.054, 0.403, -0.082], [-0.190, -0.008, 0.097]]
}

[2]
{
  "formula": "H4N2O2S",
  "method": "the ωB97M-V functional and the def2-TZVPD basis",
  "e_above_lowest_kcal_mol": 101.65,
  "multiplicity": 3,
  "s_squared": 2.0101,
  "e_lumo_ev": [0.5, -3.2],
  "elements": ["S", "O", "O", "N", "N", "H", "H", "H", "H"],
  "xyz": [[0.02428, 1.54968, 0.16587], [1.47657, -0.53187, -0.80288], [-1.15358, 1.06641, -0.54143], [1.27831, 0.83134, -0.66743], [0.52830, 0.40299, 1.57664], [1.36638, 1.25810, -1.67074], [-0.35373, -0.02586, 1.31698], [1.49064, 0.09808, 1.30699], [0.78763, -0.54670, -0.10804]],
  "atomic_forces_ev_per_a": [[-1.212, 6.029, 4.282], [-0.227, -0.709, -0.089], [-0.828, -1.759, -1.503], [2.582, 1.297, -6.505], [0.439, 1.656, -1.168], [0.330, -0.541, 2.210], [0.397, -2.080, 1.002], [-1.441, -0.889, 0.938], [-0.040, -3.003, 0.833]]
}